Record 1
39
Properties=species:S:1:pos:R:3:lowdin_spin:R:1 method="wB97M-V/def2-TZVPD" orbital_gap_ev="6.415 / 6.438" s_squared=3.8711 charge=-1 homo_energy_ev="-3.570 / -3.616" multiplicity=4
C 2.036 3.081 1.051 0.007
C 0.667 3.348 1.326 -0.013
C 0.171 2.313 2.197 -0.011
H 0.094 4.200 0.931 0.000
C 1.252 1.357 2.375 -0.002
C 2.387 1.848 1.656 -0.004
H 3.399 1.407 1.702 0.000
H 2.729 3.776 0.545 0.000
H -0.867 2.177 2.495 0.002
H 1.211 0.406 2.915 0.003
Cr 0.471 1.302 0.330 3.061
Br -1.510 1.967 -0.690 0.002
C 1.329 0.103 -2.064 -0.014
C 2.526 0.057 -1.264 0.020
C 3.058 1.394 -1.201 0.025
H 2.916 -0.821 -0.777 0.000
C 2.175 2.271 -1.909 0.033
C 1.111 1.477 -2.468 0.016
H 0.284 1.833 -3.052 0.002
H 0.726 -0.742 -2.340 -0.001
H 3.960 1.676 -0.678 0.001
H 2.235 3.348 -1.964 0.001
C -2.565 -3.552 -1.878 -0.002
C -2.082 -2.357 -2.446 0.004
C -1.542 -1.361 -1.644 -0.003
C -1.378 -1.492 -0.245 -0.013
C -0.796 -0.540 0.654 -0.120
C -1.076 -0.637 1.996 0.001
C -1.714 -1.772 2.562 -0.005
C -2.114 -2.792 1.742 0.012
C -1.984 -2.688 0.330 -0.005
C -2.511 -3.698 -0.502 0.002
H -3.000 -4.323 -2.511 0.000
H -2.134 -2.206 -3.532 0.000
H -1.281 -0.407 -2.106 0.000
H -0.804 0.142 2.703 0.000
H -1.870 -1.811 3.642 -0.001
H -2.581 -3.679 2.148 0.001
H -2.928 -4.603 -0.027 0.000



Record 2
43
Properties=species:S:1:pos:R:3:mulliken_charge:R:1 method="wB97M-V/def2-TZVPD" orbital_gap_ev=7.839 charge=+1 homo_energy_ev=-11.801
Zn 0.069 0.057 0.122 0.119
O -1.405 -1.351 0.261 -0.248
C -0.903 -2.657 -0.281 2.351
C 0.622 -2.505 -0.561 0.102
O 1.248 -3.493 -0.810 -0.530
O 1.151 -1.292 -0.448 -0.625
C -1.101 -3.694 0.814 -0.005
C -0.607 -3.429 2.094 -0.252
C -0.754 -4.354 3.114 -0.812
C -1.384 -5.567 2.859 -0.429
C -1.853 -5.846 1.585 -0.936
C -1.713 -4.914 0.564 -0.154
C -1.684 -2.913 -1.557 -0.172
C -1.072 -3.108 -2.789 -0.303
C -1.846 -3.301 -3.930 -0.882
C -3.229 -3.299 -3.848 -0.426
C -3.847 -3.103 -2.618 -0.864
C -3.078 -2.913 -1.483 -0.134
H -2.037 -1.548 0.964 0.371
H -0.076 -2.505 2.293 0.253
H -0.362 -4.139 4.100 0.399
H -1.494 -6.297 3.650 0.411
H -2.326 -6.798 1.379 0.415
H -2.064 -5.151 -0.431 0.434
H 0.006 -3.138 -2.869 0.500
H -1.358 -3.459 -4.883 0.439
H -3.826 -3.453 -4.738 0.424
H -4.928 -3.108 -2.544 0.400
H -3.573 -2.781 -0.527 0.325
C -4.068 3.667 0.791 -1.360
C -2.590 3.381 0.765 0.448
C -1.632 4.366 0.990 -0.204
C -0.275 4.074 0.952 -0.609
C 0.077 2.776 0.686 0.664
Br 1.864 2.190 0.592 -0.099
N -0.819 1.805 0.468 -0.513
C -2.125 2.104 0.506 -0.024
H -4.260 4.717 1.000 0.360
H -4.567 3.072 1.557 0.344
H -4.528 3.423 -0.168 0.350
H -1.949 5.382 1.197 0.394
H 0.480 4.829 1.122 0.435
H -2.809 1.286 0.306 0.642



Record 3
40
Properties=species:S:1:pos:R:3:mulliken_charge:R:1 method="wB97M-V/def2-TZVPD" orbital_gap_ev=6.872 charge=0 homo_energy_ev=-8.613 smiles="CC[C@@H](Br)c1cc(Cc2ccccc2)cc2c1C(=O)C=CC2=O"
C 1.518 3.519 1.416 -0.923
C 2.191 3.177 -0.064 -0.389
C 1.308 2.127 -0.966 -0.611
Br 1.886 2.072 -2.922 -0.126
C 1.144 0.627 -0.306 0.577
C -0.283 0.176 0.372 -0.574
C -0.601 -1.314 1.028 0.256
C -2.083 -1.740 1.666 -0.380
C -3.202 -1.012 0.658 0.233
C -4.431 -0.131 1.366 -0.390
C -5.579 0.666 0.448 -0.415
C -5.410 0.525 -1.207 -0.311
C -4.218 -0.356 -1.911 -0.369
C -3.100 -1.142 -1.006 -0.171
C 0.626 -2.405 1.021 -0.890
C 2.054 -1.951 0.337 0.219
C 2.358 -0.474 -0.335 0.541
C 3.837 -0.245 -1.001 0.432
O 4.491 0.911 -1.127 -0.506
C 4.649 -1.605 -1.539 -0.362
C 4.378 -2.924 -0.894 -0.385
C 3.266 -3.071 0.339 0.160
O 3.398 -4.074 1.214 -0.535
H 2.211 4.375 1.875 0.341
H 1.610 2.597 2.143 0.247
H 0.428 3.945 1.316 0.249
H 3.292 2.846 0.149 0.267
H 2.263 4.189 -0.687 0.363
H 0.204 2.580 -1.007 0.423
H -1.169 0.961 0.395 0.256
H -2.235 -1.286 2.755 0.284
H -2.224 -2.925 1.665 0.302
H -4.488 -0.057 2.545 0.198
H -6.458 1.302 0.926 0.286
H -6.166 1.076 -1.924 0.273
H -4.135 -0.413 -3.078 0.291
H -2.200 -1.783 -1.457 0.289
H 0.440 -3.489 1.467 0.255
H 5.449 -1.422 -2.397 0.298
H 4.981 -3.854 -1.272 0.298



Record 4
49
Properties=species:S:1:pos:R:3:mulliken_charge:R:1 method="wB97M-V/def2-TZVPD" orbital_gap_ev=8.873 charge=0 homo_energy_ev=-9.032 smiles="Cc1c(Cl)cnc(NC(=O)COC(=O)c2ccc(S(=O)(=O)NCc3ccco3)cc2)c1Cl"
C 2.355 1.891 -1.130 -1.649
C 2.087 1.373 0.238 0.153
C 1.798 0.017 0.447 1.187
Cl 1.687 -1.050 -0.896 -0.218
C 1.587 -0.463 1.727 -0.819
N 1.615 0.318 2.790 -0.358
C 1.842 1.613 2.641 0.524
N 1.854 2.415 3.769 -0.126
C 1.172 2.285 4.951 0.324
O 1.453 2.969 5.903 -0.629
C 0.007 1.305 4.960 -0.426
O -0.688 1.410 3.726 -0.320
C -1.102 0.271 3.153 0.341
O -1.162 -0.788 3.721 -0.645
C -1.389 0.465 1.705 0.282
C -1.286 1.719 1.106 -0.600
C -1.367 1.824 -0.270 -1.014
C -1.554 0.685 -1.032 0.699
S -1.494 0.911 -2.808 1.260
O -2.614 1.703 -3.217 -0.755
O -0.167 1.385 -3.102 -0.687
N -1.699 -0.618 -3.426 -0.250
C -0.541 -1.357 -3.897 -0.442
C -0.618 -2.792 -3.491 0.274
C -0.842 -3.926 -4.215 -0.734
C -0.829 -4.999 -3.290 -0.450
C -0.603 -4.436 -2.074 -0.447
O -0.476 -3.103 -2.184 -0.030
C -1.701 -0.558 -0.450 -0.266
C -1.619 -0.666 0.927 -0.727
C 2.105 2.169 1.378 0.249
Cl 2.425 3.867 1.270 -0.263
H 1.475 1.771 -1.765 0.213
H 2.634 2.940 -1.109 0.440
H 3.159 1.317 -1.587 0.385
H 1.385 -1.507 1.916 0.398
H 2.455 3.233 3.721 0.240
H 0.367 0.277 5.089 0.346
H -0.655 1.565 5.791 0.351
H -1.127 2.593 1.716 0.540
H -1.270 2.774 -0.771 0.449
H -2.529 -0.692 -3.990 0.278
H -0.434 -1.297 -4.985 0.329
H 0.324 -0.876 -3.434 0.169
H -0.990 -3.992 -5.273 0.487
H -0.967 -6.038 -3.506 0.453
H -0.514 -4.857 -1.092 0.470
H -1.849 -1.426 -1.070 0.505
H -1.702 -1.624 1.419 0.509



The calculation returns the following energy values, one per record and in order: -4390.7958; -5405.9825; -3496.0439; -2706.6474 Eh.
The calculation returns the following relative energy (zero: lowest compared OMol25 entry of this formula, charge and spin) values, one per record and in order: 0.0; 0.0; 0.0; 0.0 kJ/mol.